one | Formula: C22H23ClN4O4
Source: OMol25
Level of theory: ωB97M-V/def2-TZVPD

Properties
HOMO-LUMO gap = 8.43 eV
E_HOMO = -8.227 eV
charge = 0

Positions of all 54 atoms, in Å:
O 3.55579 1.15416 -5.04829
C 3.84923 0.96371 -3.89013
C 4.27148 2.12142 -2.97277
O 4.22461 1.83111 -1.59723
C 3.00435 1.66020 -0.99845
C 1.78126 1.67548 -1.66344
C 0.61460 1.47244 -0.95489
C 0.63634 1.24664 0.42193
C -0.58069 1.03540 1.17710
N -1.71131 1.06031 0.58341
N -2.87795 0.87825 1.23165
C -3.16778 0.69410 2.54055
O -2.36446 0.63486 3.45429
C -4.69246 0.59522 2.68740
O -5.38428 0.79528 1.69011
N -5.21976 0.30423 3.88113
C -4.47480 0.03648 5.09826
C -5.34649 -0.72619 6.08879
C -6.56142 0.10482 6.51196
C -7.04772 0.97226 5.34384
C -6.66839 0.33707 4.01338
C 1.87090 1.22846 1.07655
C 3.03860 1.43220 0.37784
N 3.87263 -0.23239 -3.25570
C 3.47866 -1.48176 -3.72451
C 3.24198 -1.74785 -5.06975
C 2.86310 -3.01494 -5.47381
C 2.71761 -4.03472 -4.54937
C 2.94447 -3.78551 -3.20589
C 3.31804 -2.51887 -2.80014
Cl 3.58033 -2.20646 -1.10728
H 3.67239 3.00388 -3.22734
H 5.32098 2.35100 -3.18410
H 1.72946 1.83658 -2.72933
H -0.33783 1.48153 -1.45983
H -0.46439 0.86600 2.24543
H -3.70101 0.93464 0.62853
H -4.13810 0.98025 5.54336
H -3.58550 -0.54720 4.85768
H -5.67154 -1.65881 5.62481
H -4.74466 -0.98607 6.95979
H -7.35662 -0.56480 6.84251
H -6.30011 0.74481 7.35565
H -6.59222 1.96274 5.39482
H -8.12886 1.10351 5.38680
H -7.07360 -0.67822 3.94349
H -7.05679 0.91390 3.17088
H 1.90780 1.05254 2.14154
H 3.99740 1.41961 0.87204
H 4.12269 -0.22244 -2.27069
H 3.35299 -0.94919 -5.78420
H 2.68334 -3.20462 -6.52066
H 2.42549 -5.02362 -4.86632
H 2.82916 -4.56873 -2.47307

Atom charges from the Löwdin analysis, given in e for atoms 1 to 4:
1 O 0.082
2 C -0.457
3 C -0.092
4 O -0.054

two | Formula: C22H23ClN4O4
Source: OMol25
Level of theory: ωB97M-V/def2-TZVPD

Properties
HOMO-LUMO gap = 8.39 eV
E_HOMO = -8.272 eV
charge = 0

Positions of all 54 atoms, in Å:
C -7.69839 0.12187 -1.95548
O -6.74481 -0.69922 -1.33638
C -7.20961 -1.27401 -0.13691
C -6.09878 -2.14418 0.44847
N -4.88187 -1.36869 0.63670
C -4.90268 -0.42987 1.64754
O -5.83421 -0.30029 2.40839
N -3.77722 0.34928 1.76298
C -2.69081 0.28223 0.92806
C -1.60354 1.14143 1.07371
C -0.52217 1.03735 0.21700
C 0.59216 2.03534 0.33823
O 0.39187 3.21842 0.13566
N 1.80471 1.55277 0.68705
C 2.14311 0.18071 0.97318
C 3.20659 -0.28885 -0.02511
N 4.36144 0.57887 0.05468
C 5.63126 0.08165 -0.19235
C 6.56826 0.76615 -0.97257
C 7.84408 0.26501 -1.14647
C 8.23100 -0.92954 -0.56590
C 7.30361 -1.60820 0.20724
Cl 7.75194 -3.10042 0.96227
C 6.02776 -1.12067 0.40446
C 4.02326 1.95034 -0.25558
C 2.95282 2.43094 0.73041
C -0.52829 0.09010 -0.81040
C -1.60058 -0.76188 -0.95468
C -2.68683 -0.68180 -0.08447
C -3.82527 -1.59556 -0.23996
O -3.85378 -2.49867 -1.04468
H -7.23412 0.50963 -2.85971
H -8.59963 -0.44493 -2.22075
H -7.98834 0.95644 -1.30416
H -7.48735 -0.48819 0.58067
H -8.09496 -1.90067 -0.32476
H -5.84827 -2.94699 -0.24629
H -6.42169 -2.54539 1.41092
H -3.79949 1.04550 2.49630
H -1.60671 1.89425 1.84765
H 1.25711 -0.45113 0.91770
H 2.55802 0.12713 1.98725
H 3.48860 -1.31783 0.18712
H 2.77849 -0.25277 -1.04083
H 6.30003 1.68594 -1.46681
H 8.54746 0.80986 -1.75796
H 9.22318 -1.32515 -0.70672
H 5.35157 -1.66830 1.04099
H 4.90498 2.57910 -0.13689
H 3.64189 2.05248 -1.28382
H 2.61611 3.43674 0.47487
H 3.36749 2.42942 1.74436
H 0.30241 0.03879 -1.49741
H -1.63183 -1.50453 -1.73683

Atom charges from the Löwdin analysis, given in e for atoms 1 to 4:
1 C -0.111
2 O -0.180
3 C -0.207
4 C -0.085

Least stable: one

one | Formula: C20H21BIN9OPd
Source: OMol25
Level of theory: ωB97M-V/def2-TZVPD

Properties
HOMO-LUMO gap (alpha / beta) = 9.63 / 6.58 eV
E_HOMO (alpha / beta) = -11.732 / -11.723 eV
spin multiplicity = 4
⟨S²⟩ = 3.76
charge = +1

Positions of all 54 atoms, in Å:
Pd 0.37748 -0.97968 0.35011
C -0.12631 2.94618 2.04565
C 0.02615 1.57366 2.23254
N 0.17777 0.98115 1.05508
N 0.13432 1.92513 0.09894
C -0.05824 3.12386 0.67878
B 0.25595 1.61560 -1.43128
N 1.59692 0.86217 -1.68701
C 2.49623 0.98426 -2.67918
C 3.44130 -0.01257 -2.54390
C 3.03337 -0.73422 -1.42387
N 1.92589 -0.19763 -0.92066
N -0.88687 0.64881 -1.84511
C -1.82357 0.69644 -2.80912
C -2.51737 -0.49785 -2.80803
C -1.93615 -1.24757 -1.78921
N -0.95587 -0.54997 -1.22813
N 0.23944 2.92279 -2.17760
C 1.25138 3.83520 -2.23201
C 0.72235 5.02694 -2.64617
C -0.65311 4.75889 -2.80403
N -0.94107 3.50621 -2.51201
H -0.27144 3.70076 2.79761
H 0.02916 0.99388 3.14104
H -0.13968 4.01902 0.08491
H 2.40271 1.76534 -3.41404
H 4.30259 -0.18685 -3.16333
H 3.48120 -1.59661 -0.95714
H -1.93922 1.58372 -3.40451
H -3.33407 -0.77850 -3.44839
H -2.17591 -2.23505 -1.42997
H 2.26096 3.57185 -1.96283
H 1.24509 5.95127 -2.81804
H -1.43649 5.42738 -3.12375
N -3.28831 -2.50870 2.71678
C -2.77513 -1.38787 2.17898
O -1.69953 -1.39017 1.59499
C -3.60776 -0.14299 2.40556
I -3.32700 1.35770 0.94132
H -2.77357 -3.36969 2.62872
H -4.18381 -2.52277 3.17160
H -3.33037 0.28897 3.36580
H -4.66732 -0.38252 2.42835
C 2.39550 -4.74795 2.65634
C 2.34780 -4.72243 1.26910
C 1.59951 -3.74774 0.61101
C 0.96055 -2.81735 1.40262
C 0.93533 -2.83269 2.77863
C 1.70027 -3.81228 3.40963
H 2.97044 -5.51591 3.15598
H 2.88362 -5.46129 0.68770
H 1.55131 -3.73107 -0.47164
H 0.36715 -2.11227 3.35240
H 1.73643 -3.84497 4.49077

Atom charges from the Löwdin analysis, given in e for atoms 1 to 4:
1 Pd 1.122
2 C -0.057
3 C -0.152
4 N -0.078

two | Formula: C20H21BIN9OPd
Source: OMol25
Level of theory: ωB97M-V/def2-TZVPD

Properties
HOMO-LUMO gap (alpha / beta) = 9.94 / 6.36 eV
E_HOMO (alpha / beta) = -11.881 / -11.879 eV
spin multiplicity = 4
⟨S²⟩ = 3.76
charge = +1

Positions of all 54 atoms, in Å:
Pd -0.22626 -0.31514 -1.85411
C -0.13364 4.08467 -2.68805
C -0.15662 2.76625 -3.14493
N -0.16593 1.93217 -2.11550
N -0.15603 2.66788 -0.98376
C -0.13365 3.97340 -1.31616
B -0.15045 1.94437 0.38342
N 1.16080 1.06356 0.37606
C 2.19654 1.06524 1.23467
C 3.18831 0.23990 0.73806
C 2.67557 -0.24934 -0.45862
N 1.47994 0.28828 -0.67688
N -1.45987 1.06515 0.40187
C -2.38579 0.92012 1.36585
C -3.40667 0.11635 0.88961
C -3.02433 -0.20885 -0.40515
N -1.88535 0.41294 -0.69921
N -0.12187 2.80143 1.63365
C -0.13019 4.13012 1.91899
C -0.06148 4.27932 3.27849
C -0.01040 2.96368 3.77134
N -0.04564 2.08331 2.78932
H -0.11954 4.98699 -3.27311
H -0.16187 2.39934 -4.15777
H -0.11584 4.75219 -0.57718
H 2.18922 1.64709 2.13732
H 4.14435 0.02104 1.17919
H 3.13142 -0.90200 -1.18531
H -2.29186 1.40061 2.32093
H -4.29856 -0.18670 1.40890
H -3.55484 -0.78543 -1.14553
H -0.18610 4.89455 1.16563
H -0.04801 5.19697 3.84021
H 0.05206 2.62261 4.79294
N 1.00166 -3.33582 0.96857
C 0.24248 -2.26148 1.22078
O -0.37172 -1.66353 0.33921
C 0.04857 -1.84671 2.66446
I 1.77196 -2.03606 3.92130
H 1.08509 -3.66996 0.02227
H 1.51206 -3.79818 1.70116
H -0.71988 -2.47754 3.10779
H -0.25591 -0.80577 2.70491
C 0.08888 -4.97087 -2.32021
C 1.21954 -4.22262 -2.62302
C 1.11076 -2.85031 -2.82843
C -0.13379 -2.26301 -2.69311
C -1.28086 -2.99807 -2.45351
C -1.15844 -4.36628 -2.24195
H 0.17724 -6.03965 -2.17461
H 2.18639 -4.69976 -2.71830
H 1.99012 -2.27802 -3.10157
H -2.26051 -2.53664 -2.41805
H -2.04107 -4.95179 -2.02286

Atom charges from the Löwdin analysis, given in e for atoms 1 to 4:
1 Pd 1.143
2 C -0.030
3 C -0.111
4 N -0.040

Least stable: two

one | Formula: C6H12Cl12
Source: OMol25
Level of theory: ωB97M-V/def2-TZVPD

Properties
HOMO-LUMO gap = 10.98 eV
E_HOMO = -10.557 eV
charge = 0

Positions of all 30 atoms, in Å:
Cl 3.04438 -2.07174 0.65861
C 2.58841 -3.79728 0.36197
Cl 1.61283 -3.89003 -1.06139
H 3.52628 -4.33983 0.24308
H 2.08476 -4.15573 1.25971
Cl -5.55129 0.64447 -3.82601
C -4.34692 0.51880 -2.53135
Cl -4.76521 1.63160 -1.12487
H -4.34885 -0.50666 -2.16187
H -3.38644 0.80481 -2.96006
Cl -0.92930 -0.56222 -2.16103
C 0.75337 -0.44263 -1.57682
Cl 1.58348 0.79147 -2.48269
H 0.80052 -0.15386 -0.52683
H 1.30872 -1.36990 -1.71770
Cl -0.85809 -2.52512 0.91562
C -0.99471 -1.17531 2.02432
Cl 0.45390 -0.96191 3.02069
H -1.11626 -0.28058 1.41376
H -1.81903 -1.34927 2.71594
Cl -1.58606 1.87396 -0.07527
C -0.91135 3.31395 -1.00495
Cl -0.65953 4.56754 0.25992
H 0.00763 3.10381 -1.55212
H -1.62905 3.68646 -1.73586
Cl 4.02382 2.59058 3.37741
C 2.94295 1.22700 2.82354
Cl 2.97253 1.18886 0.98606
H 3.27941 0.28749 3.26195
H 1.91911 1.35125 3.17627

Atom charges from the Löwdin analysis, given in e for atoms 1 to 4:
1 Cl 0.464
2 C -0.992
3 Cl 0.556
4 H 0.029

two | Formula: C6H12Cl12
Source: OMol25
Level of theory: ωB97M-V/def2-TZVPD

Properties
HOMO-LUMO gap = 11.33 eV
E_HOMO = -10.852 eV
charge = 0

Positions of all 30 atoms, in Å:
Cl -3.38547 1.14801 -2.78252
C -2.33444 2.26668 -1.90354
Cl -2.69460 2.21544 -0.15984
H -1.30074 1.97372 -2.05601
H -2.44751 3.28368 -2.26163
Cl 1.10053 -2.51256 -4.04944
C 0.78302 -1.08231 -3.03032
Cl 0.08149 0.25299 -3.95009
H 0.08946 -1.39354 -2.25947
H 1.73191 -0.75685 -2.62422
Cl -0.90507 -3.50052 -1.66086
C -0.78303 -4.93584 -2.70195
Cl -2.30309 -5.21961 -3.54044
H 0.00708 -4.71275 -3.40696
H -0.61662 -5.78865 -2.05765
Cl 4.90801 1.74400 1.58854
C 3.38599 2.50587 2.07314
Cl 3.52149 4.25565 2.24342
H 2.63069 2.33136 1.31541
H 3.03464 2.07779 3.00583
Cl -0.28237 -1.80084 1.64474
C -0.51417 -0.49542 0.47528
Cl 0.98893 0.44752 0.40746
H -0.79795 -0.87665 -0.50013
H -1.30263 0.16057 0.82638
Cl -0.75984 1.20441 3.46164
C -0.64483 1.74765 5.14766
Cl 0.99080 1.51419 5.79449
H -0.87580 2.80296 5.20621
H -1.30588 1.14306 5.75486

Atom charges from the Löwdin analysis, given in e for atoms 1 to 4:
1 Cl 0.502
2 C -1.007
3 Cl 0.521
4 H -0.018

Least stable: one

one | Formula: CH2BrNO4
Source: OMol25
Level of theory: ωB97M-V/def2-TZVPD

Properties
HOMO-LUMO gap = 11.02 eV
E_HOMO = -10.841 eV
charge = 0

Positions of all 9 atoms, in Å:
O -2.36471 1.30354 1.60346
C -2.31961 0.36169 0.93063
Br -3.59770 -0.07296 -0.41563
O -1.19754 -0.43876 0.67595
N -0.64004 0.31792 -0.38022
O 0.12669 -0.58640 -1.12139
O 0.28564 1.12553 0.48312
H 0.84246 -0.95987 -0.49404
H 0.32391 1.96901 0.16118

Atom charges from the Löwdin analysis, given in e for atoms 1 to 4:
1 O 0.134
2 C -0.892
3 Br 0.800
4 O -0.111

two | Formula: CH2BrNO4
Source: OMol25
Level of theory: ωB97M-V/def2-TZVPD

Properties
HOMO-LUMO gap = 10.75 eV
E_HOMO = -10.499 eV
charge = 0

Positions of all 9 atoms, in Å:
O -1.18362 0.16510 -2.30325
C -0.82233 -0.93905 -2.24319
O -0.62191 -2.07237 -2.13396
O -0.67804 1.87572 3.05155
N -0.70931 2.40944 1.99785
O -0.63863 1.59402 0.88494
H -0.83194 2.16425 0.19472
Br 2.15479 -2.19715 0.26492
H 3.33100 -2.99997 0.28643

Atom charges from the Löwdin analysis, given in e for atoms 1 to 4:
1 O 0.190
2 C -0.414
3 O 0.190
4 O 0.044

Least stable: one

one | Formula: C16H19N3O3
Source: OMol25
Level of theory: ωB97M-V/def2-TZVPD

Properties
HOMO-LUMO gap = 8.30 eV
E_HOMO = -7.961 eV
charge = 0

Positions of all 41 atoms, in Å:
N 0.83183 -0.72090 0.51269
C 1.06038 0.66466 0.79772
C 1.13490 1.44809 -0.45280
C 1.75771 0.73308 -1.62101
C 3.08745 0.81659 -2.02309
N 3.31399 0.19118 -3.19341
C 2.05801 -0.37258 -3.59667
C 1.75863 -1.15940 -4.70605
C 0.46710 -1.53945 -4.87415
C -0.51472 -1.33136 -3.89953
C -0.13464 -0.70707 -2.64149
C 1.11984 -0.09687 -2.54969
C 0.16375 1.33391 1.85532
O 0.43275 2.46691 2.06948
N -0.82840 0.67331 2.56588
C -1.61752 1.49334 3.40589
C -2.73236 0.63472 3.97892
C -2.16072 -0.82052 3.72439
C -1.40238 -0.68666 2.40916
C -2.28992 -0.71852 1.15727
O -3.53425 -0.64802 1.22070
O -1.61564 -0.85203 0.02788
H 1.01172 -1.37624 1.30945
H 1.62809 -0.99060 -0.04477
H 2.06911 0.73797 1.23479
H 0.15449 1.80076 -0.74255
H 1.61470 2.47207 -0.32742
H 3.86832 1.37917 -1.47279
H 4.11751 0.22372 -3.84887
H 2.52021 -1.41143 -5.47168
H 0.17114 -2.00887 -5.79511
H -1.56441 -1.70928 -3.83511
H -0.80355 -0.77805 -1.77565
H -2.05199 2.35798 2.93985
H -0.95782 1.97863 4.13720
H -3.84876 0.79332 3.59186
H -2.73467 0.81623 5.07252
H -2.88974 -1.63347 3.76298
H -1.40677 -0.98840 4.59695
H -0.68439 -1.56195 2.26108
H -0.56897 -0.90396 0.23985

Atom charges from the Löwdin analysis, given in e for atoms 1 to 4:
1 N 0.065
2 C -0.284
3 C -0.104
4 C -0.200

two | Formula: C16H19N3O3
Source: OMol25
Level of theory: ωB97M-V/def2-TZVPD

Properties
HOMO-LUMO gap = 9.03 eV
E_HOMO = -8.448 eV
charge = 0

Positions of all 41 atoms, in Å:
N -0.04301 -1.94177 -1.75216
C 0.26243 -1.00586 -0.58612
C -0.53935 -1.21933 0.69570
C -2.02502 -1.24066 0.46196
C -2.72581 -2.42591 0.38118
N -4.13627 -1.92013 0.40260
C -4.20925 -0.53956 0.51131
C -5.28189 0.33158 0.38730
C -5.04709 1.74400 0.32344
C -3.65394 2.24652 0.19096
C -2.61669 1.33962 0.29030
C -2.90377 -0.02694 0.49302
C 1.71808 -1.02889 -0.44904
O 2.23636 -2.19961 -0.40766
N 2.45448 0.09508 -0.50929
C 1.79605 1.41180 -0.23690
C 2.94303 2.40904 -0.75140
C 4.20264 1.64894 -0.19988
C 3.99290 0.19007 -0.19984
C 4.42136 -0.54755 1.10948
O 4.68715 0.09752 2.12045
O 4.32996 -1.93084 0.92183
H 0.43152 -2.81724 -1.63543
H -1.04340 -2.14489 -1.61678
H -0.01494 -0.07462 -0.98134
H -0.08204 -2.17913 1.15351
H -0.24203 -0.21053 1.16940
H -2.63382 -3.45429 0.35281
H -4.93608 -2.59136 -0.07552
H -6.29104 -0.06895 0.26042
H -5.80458 2.57147 0.31761
H -3.57772 3.27472 0.25457
H -1.66226 1.65188 0.14663
H 1.72040 1.80833 0.77642
H 0.66193 1.37628 -0.58526
H 2.89378 2.57216 -1.84372
H 2.81369 3.29868 -0.14578
H 4.25222 1.89077 0.91382
H 5.25492 1.78172 -0.60124
H 4.67499 -0.17119 -1.12267
H 3.72212 -2.00093 0.06529

Atom charges from the Löwdin analysis, given in e for atoms 1 to 4:
1 N 0.083
2 C -0.338
3 C -0.083
4 C -0.187

Least stable: two

one | Formula: C3H5N2OS
Source: OMol25
Level of theory: ωB97M-V/def2-TZVPD

Properties
HOMO-LUMO gap = 7.74 eV
E_HOMO = -12.796 eV
charge = +1

Positions of all 12 atoms, in Å:
C 1.33495 0.57570 0.65694
C 3.45121 -0.45244 1.40383
C 0.31613 -0.26001 0.31158
N 2.72089 -0.30622 0.38922
N -1.12351 0.19154 0.27772
O 1.28008 1.78098 0.83096
S 3.99155 -0.69402 2.78707
H 0.50064 -1.32209 0.34267
H 2.84373 -0.80419 -0.47284
H -1.02094 0.97188 -0.27133
H -1.62944 0.44480 1.14834
H -1.52967 -0.60621 -0.16820

Atom charges from the Löwdin analysis, given in e for atoms 1 to 4:
1 C -0.426
2 C -0.664
3 C -0.095
4 N 0.107

two | Formula: C3H5N2OS
Source: OMol25
Level of theory: ωB97M-V/def2-TZVPD

Properties
HOMO-LUMO gap = 9.36 eV
E_HOMO = -13.688 eV
charge = +1

Positions of all 12 atoms, in Å:
C 0.18647 -0.15827 1.35918
C -0.90295 0.26857 -0.65503
C 0.33953 -0.10865 -1.39527
N 1.30914 -0.33819 0.68315
N -0.93714 0.13854 0.76521
O 1.42025 -0.50615 -0.68852
S -0.32313 1.66628 -1.47797
H 0.44544 -0.26844 2.46841
H -2.48421 -0.02568 -1.08768
H 0.67885 -0.50615 -2.34857
H 2.09870 -0.59540 1.24438
H -1.83095 0.43354 1.13272

Atom charges from the Löwdin analysis, given in e for atoms 1 to 4:
1 C -0.041
2 C -0.642
3 C -0.438
4 N 0.107

three | Formula: C3H5N2OS
Source: OMol25
Level of theory: ωB97M-V/def2-TZVPD

Properties
HOMO-LUMO gap (alpha / beta) = 8.22 / 8.23 eV
E_HOMO (alpha / beta) = -14.260 / -14.261 eV
charge = +1

Positions of all 12 atoms, in Å:
C -1.87635 0.24649 0.20218
N -0.51335 0.08695 -0.07922
C 0.33323 -0.68348 0.52017
C 1.70599 -0.46241 0.13550
O 2.73615 -0.95647 0.55351
N 1.61751 0.41770 -0.93891
S 0.13724 0.95752 -1.41019
H -2.54495 0.34124 -0.71251
H -1.99307 1.11800 0.86053
H -2.11283 -0.64074 0.78301
H 0.06313 -1.20751 1.34923
H 2.44732 0.78270 -1.26330

Atom charges from the Löwdin analysis, given in e for atoms 1 to 4:
1 C -0.047
2 N -0.369
3 C 0.075
4 C -0.460

Least stable: two